No. 1
Entry from OMol25: a cluster of 2 separate species, C4H5BrSi in total (wB97M-V/def2-TZVPD).

Structure (XYZ):
```
11
C4H5BrSi wB97M-V/def2-TZVPD
C 1.2116 0.1768 0.7252
C 0.2337 -0.7089 1.1476
C 0.8428 0.8971 -0.3718
C -1.0107 -0.7889 0.5889
Si -0.8413 0.2848 -0.9872
Br -2.7174 1.5819 -1.2020
H 2.1038 0.5104 1.2485
H 0.5785 -1.3570 2.1023
H 1.5338 1.5869 -0.9456
H -1.8815 -1.4395 0.8972
H -0.0534 -0.7436 -3.2031
```

The spin multiplicity is 1. The HOMO-LUMO gap (spin up / spin down) is 7.655 / 7.578 eV. The value obtained for the largest force on an atom is 0.12457 hartree/bohr. For the HOMO energy (spin up / spin down), the calculation gives -9.2 / -8.8 eV. The relative energy (zero: lowest compared OMol25 entry of this formula, charge and spin) comes out at 3.555 eV. The LUMO energy (spin up / spin down) is -1.51 / -1.21 eV.

No. 2
Entry from OMol25: a structure of composition C4H5CaLiO3 (wB97M-V/def2-TZVPD).

Structure (XYZ):
```
14
C4H5CaLiO3 wB97M-V/def2-TZVPD
Ca 0.9809 2.3928 0.6986
O 1.1641 0.0376 -0.1339
C 2.3618 -0.7606 -0.2351
H 2.4432 -1.4077 0.6444
H 2.3193 -1.3546 -1.1535
H 3.1879 -0.0467 -0.2708
C -2.4231 -0.0121 -0.3030
C -1.1823 0.3800 0.0695
O -0.8346 1.4502 0.7192
C 0.0024 -0.5796 -0.0316
O -0.1224 -1.7931 -0.0485
Li -1.8259 -2.2392 0.7472
H -2.5574 -0.9218 -0.8926
H -3.2574 0.6772 -0.1767
```

The expectation value of S² is 0.757. The spin multiplicity is 2. The HOMO-LUMO gap (spin up / spin down) is 2.114 / 5.693 eV. The value obtained for the largest force on an atom is 0.12829 hartree/bohr. For the HOMO energy (spin up / spin down), the calculation gives -7.3 / -10.9 eV. The relative energy (zero: lowest compared OMol25 entry of this formula, charge and spin) comes out at 0.000 eV. The LUMO energy (spin up / spin down) is -5.15 / -5.21 eV. As for the net charge: +1.

No. 3
Entry from OMol25: the molecule C4H5Cl (wB97M-V/def2-TZVPD).

Structure (XYZ):
```
10
C4H5Cl wB97M-V/def2-TZVPD
C 0.1547 -0.5491 0.7085
C 0.3922 0.5180 -1.7951
C -0.4031 0.4732 1.4398
C 0.2467 -0.6039 -0.8556
Cl -0.1250 2.0116 -1.4817
H -0.7060 0.2387 2.4969
H -0.5988 1.4475 0.9881
H 1.0477 -1.2645 -1.2644
H 0.6241 -1.2934 1.1278
H -0.6326 -0.9780 -1.3643
```

The spin multiplicity is 1. The HOMO-LUMO gap is 8.089 eV. The value obtained for the largest force on an atom is 0.13944 hartree/bohr. For the HOMO energy, the calculation gives -8.0 eV. The relative energy (zero: lowest compared OMol25 entry of this formula, charge and spin) comes out at 3.642 eV. The LUMO energy is 0.05 eV.

No. 4
Entry from OMol25: the molecule C4H5Cl (wB97M-V/def2-TZVPD).

Structure (XYZ):
```
10
C4H5Cl wB97M-V/def2-TZVPD
C -0.4959 0.9971 -0.6620
C -0.3919 0.1003 0.5616
C 0.5410 -0.9275 0.2341
C 1.3208 -1.8641 0.0832
H -0.3730 0.4702 -1.5750
H -1.4735 1.3970 -0.7097
H 0.1523 1.8060 -0.4805
H -1.4179 -0.2307 0.8870
H 1.7572 -2.7968 -0.2491
Cl 0.3810 1.0486 1.9104
```

The spin multiplicity is 1. The HOMO-LUMO gap is 11.127 eV. The value obtained for the largest force on an atom is 0.08281 hartree/bohr. For the HOMO energy, the calculation gives -10.2 eV. The relative energy (zero: lowest compared OMol25 entry of this formula, charge and spin) comes out at 1.014 eV. The LUMO energy is 0.96 eV.

No. 5
Entry from OMol25: the molecule C4H5Cl2P (wB97M-V/def2-TZVPD).

Structure (XYZ):
```
12
C4H5Cl2P wB97M-V/def2-TZVPD
C -1.3398 1.0711 -0.7453
C 0.0292 -0.8134 -0.1523
C 0.5255 -0.6729 1.2659
C -0.1174 0.3807 -1.0822
P -0.9075 0.0570 2.2948
Cl -1.0681 2.7054 -0.6818
Cl 1.5741 1.3091 -1.0923
H 0.5624 -1.5526 -0.7787
H -1.0883 -1.1163 -0.1490
H 0.9390 -1.6469 1.7453
H 1.2902 0.1494 1.4071
H -0.3993 0.1295 -2.0315
```

The spin multiplicity is 1. The HOMO-LUMO gap (spin up / spin down) is 7.106 / 6.766 eV. The value obtained for the largest force on an atom is 0.08798 hartree/bohr. For the HOMO energy (spin up / spin down), the calculation gives -8.4 / -8.4 eV. The relative energy (zero: lowest compared OMol25 entry of this formula, charge and spin) comes out at 5.799 eV. The LUMO energy (spin up / spin down) is -1.25 / -1.66 eV.

No. 6
Entry from OMol25: a cluster of 2 separate species, C4H5Cl3 in total (wB97M-V/def2-TZVPD).

Structure (XYZ):
```
12
C4H5Cl3 wB97M-V/def2-TZVPD
C -1.0398 1.2105 -0.8593
C -0.7034 0.1147 -0.2436
C -1.0133 -1.0649 0.6219
C 1.7230 0.0801 0.0531
Cl 2.2594 -0.4845 -1.5128
Cl 2.3571 1.6973 0.3199
Cl 1.8503 -1.0321 1.3829
H -0.4228 2.1404 -1.0098
H -1.9816 1.3709 -1.4777
H -1.1974 -0.6359 1.5979
H -0.1178 -1.6063 0.8021
H -1.7136 -1.7903 0.3253
```

The spin multiplicity is 1. The HOMO-LUMO gap is 8.085 eV. The value obtained for the largest force on an atom is 0.05966 hartree/bohr. For the HOMO energy, the calculation gives -8.3 eV. The relative energy (zero: lowest compared OMol25 entry of this formula, charge and spin) comes out at 3.994 eV. The LUMO energy is -0.17 eV.

No. 7
Entry from OMol25: a cluster of 2 separate species, C4H5Cl3O3 in total (wB97M-V/def2-TZVPD).

Structure (XYZ):
```
15
C4H5Cl3O3 wB97M-V/def2-TZVPD
C 1.5486 1.0498 -2.5141
Cl 2.8732 0.9273 -1.3935
Cl 2.0553 0.3757 -4.1404
Cl 0.9741 2.7374 -2.7617
H 0.6994 0.4453 -2.1953
C -1.3401 -0.8420 2.0637
C -0.4839 0.3068 1.6645
O -0.1608 0.0721 0.2630
C -0.5824 -1.1993 -0.0028
O -0.2535 -1.8388 -1.0577
O -1.4767 -1.6307 0.8862
H -2.3228 -0.5250 2.4128
H -0.8305 -1.4989 2.7686
H 0.3703 0.3944 2.3359
H -1.0699 1.2259 1.6707
```

The spin multiplicity is 1. The HOMO-LUMO gap is 11.187 eV. The value obtained for the largest force on an atom is 0.11519 hartree/bohr. For the HOMO energy, the calculation gives -10.8 eV. The relative energy (zero: lowest compared OMol25 entry of this formula, charge and spin) comes out at 0.291 eV. The LUMO energy is 0.39 eV.

No. 8
Entry from OMol25: a cluster of 2 separate species, C4H5ClF3N2 in total (wB97M-V/def2-TZVPD).

Structure (XYZ):
```
15
C4H5ClF3N2 wB97M-V/def2-TZVPD
C -0.3141 -0.5271 1.5778
C 0.6615 0.2846 -0.2735
C -0.6973 0.4926 -0.3483
C -1.6491 0.9612 -1.4547
N -1.3148 0.0181 0.8241
N 0.8438 -0.3579 0.9296
F -2.4842 1.7882 -0.8676
F -0.9900 1.4459 -2.4796
F -2.4071 -0.1159 -1.8252
Cl 3.8690 -1.3685 0.8298
H -0.4152 -1.1023 2.4971
H 4.0391 -1.4944 -0.5372
H 1.4046 0.4724 -1.0085
H -2.3389 0.1530 0.9806
H 1.7926 -0.6498 1.1557
```

The spin multiplicity is 1. The HOMO-LUMO gap is 11.226 eV. The value obtained for the largest force on an atom is 0.05716 hartree/bohr. For the HOMO energy, the calculation gives -15.0 eV. The relative energy (zero: lowest compared OMol25 entry of this formula, charge and spin) comes out at 0.000 eV. The LUMO energy is -3.79 eV. As for the net charge: +1.

No. 9
Entry from OMol25: the molecule C4H5ClFN (wB97M-V/def2-TZVPD).

Structure (XYZ):
```
12
C4H5ClFN wB97M-V/def2-TZVPD
C -0.5711 0.2860 0.1662
C 0.2131 0.2293 -1.0897
C 1.0777 0.5268 -2.0320
C -0.8426 -1.0920 0.6808
H 0.3359 2.0171 1.4108
H 1.4122 0.7695 0.4531
H -1.4030 0.9061 -0.0032
H 1.9460 0.2865 -2.9630
H -0.9705 -1.2575 1.8169
N 0.4447 0.8264 1.1745
F -2.1250 -1.2863 0.1058
Cl 0.4827 -2.2118 0.2799
```

The spin multiplicity is 1. The HOMO-LUMO gap is 10.342 eV. The value obtained for the largest force on an atom is 0.15978 hartree/bohr. For the HOMO energy, the calculation gives -9.5 eV. The relative energy (zero: lowest compared OMol25 entry of this formula, charge and spin) comes out at 4.419 eV. The LUMO energy is 0.82 eV.

No. 10
Entry from OMol25: a cluster of 2 separate species, C4H5ClN in total (wB97M-V/def2-TZVPD).

Structure (XYZ):
```
11
C4H5ClN wB97M-V/def2-TZVPD
Cl -30.8288 -28.4142 7.4125
N -29.2826 -30.4559 11.9019
C -30.3473 -30.2913 11.0563
C -29.9024 -30.4981 9.8005
C -28.4745 -30.6713 9.7902
C -28.1358 -30.7008 11.1613
H -29.3515 -30.4250 12.9091
H -31.3272 -30.2517 11.5086
H -30.5641 -30.6534 8.9611
H -27.8980 -30.8870 8.9028
H -27.2390 -31.0624 11.6424
```

The expectation value of S² is 0.753. The spin multiplicity is 2. The HOMO-LUMO gap (spin up / spin down) is 9.570 / 4.966 eV. The value obtained for the largest force on an atom is 0.04966 hartree/bohr. For the HOMO energy (spin up / spin down), the calculation gives -8.6 / -8.5 eV. The LUMO energy (spin up / spin down) is 0.95 / -3.56 eV.

No. 11
Entry from OMol25: the molecule C4H5ClN2 (wB97M-V/def2-TZVPD).

Structure (XYZ):
```
12
C4H5ClN2 wB97M-V/def2-TZVPD
C -0.1891 1.2207 0.0926
C -0.5205 -0.0775 0.0801
C -2.3407 0.2010 0.0677
C 0.3861 -1.2235 0.0966
N -2.4466 1.4625 -0.0514
N -1.2375 2.0692 0.0142
Cl -3.6385 -0.8577 -0.0465
H 0.7944 1.6271 -0.0192
H 1.3239 -0.9149 0.6524
H 0.2243 -2.2852 0.4822
H 0.6240 -1.3600 -0.9128
H -1.3431 2.9384 -0.3720
```

The spin multiplicity is 1. The HOMO-LUMO gap is 9.520 eV. The value obtained for the largest force on an atom is 0.10841 hartree/bohr. For the HOMO energy, the calculation gives -8.6 eV. The relative energy (zero: lowest compared OMol25 entry of this formula, charge and spin) comes out at 2.911 eV. The LUMO energy is 0.94 eV.

No. 12
Entry from OMol25: the molecule C4H5ClN2S (wB97M-V/def2-TZVPD).

Structure (XYZ):
```
13
C4H5ClN2S wB97M-V/def2-TZVPD
C 0.6810 0.9334 0.0516
C 1.7773 0.1799 -0.0495
C -0.0354 -1.1228 0.0361
C -1.8031 0.5870 -0.0058
N 1.3289 -1.1310 -0.0474
N -0.4400 0.1982 0.1426
S -0.9502 -2.4250 0.0521
Cl 3.4002 0.6015 0.0836
H 0.6446 2.0560 0.0343
H -2.0797 0.4557 -0.9827
H -2.3446 -0.1831 0.6888
H -2.1714 1.6504 0.3670
H 1.9924 -1.8001 -0.3707
```

The spin multiplicity is 1. The HOMO-LUMO gap is 8.316 eV. The value obtained for the largest force on an atom is 0.09685 hartree/bohr. For the HOMO energy, the calculation gives -7.6 eV. The relative energy (zero: lowest compared OMol25 entry of this formula, charge and spin) comes out at 0.739 eV. The LUMO energy is 0.68 eV.

No. 13
Entry from OMol25: a structure of composition C4H5ClO9Pd (wB97M-V/def2-TZVPD).

Structure (XYZ):
```
20
C4H5ClO9Pd wB97M-V/def2-TZVPD
Pd -0.7882 -0.1333 0.5226
O -1.2675 0.6784 -1.9380
C -0.5171 -0.4333 -1.4710
O -0.9447 -1.5866 -1.6860
C 0.9752 -0.0940 -1.5188
O 1.5885 -0.6635 -0.3698
C 2.5725 0.1756 0.1955
C 2.0441 1.5191 0.7977
O 2.9492 2.3317 1.0841
O 0.8068 1.6379 0.9491
H -2.1846 0.4237 -1.7792
H 1.0742 0.9929 -1.5173
H 1.4427 -0.5091 -2.4259
H 3.3462 0.4224 -0.5443
H 3.0345 -0.3938 1.0041
O -2.1157 0.0892 2.5784
Cl -2.7868 -0.8636 1.7165
O -1.9872 -2.0471 1.4858
O -3.9825 -1.3020 2.4308
O -3.2594 -0.2446 0.4855
```

The spin multiplicity is 1. The HOMO-LUMO gap is 6.736 eV. The value obtained for the largest force on an atom is 0.06573 hartree/bohr. For the HOMO energy, the calculation gives -0.7 eV. The relative energy (zero: lowest compared OMol25 entry of this formula, charge and spin) comes out at 0.000 eV. The LUMO energy is 6.02 eV. As for the net charge: -2.

No. 14
Entry from OMol25: the molecule C4H5ClS (wB97M-V/def2-TZVPD).

Structure (XYZ):
```
11
C4H5ClS wB97M-V/def2-TZVPD
C -0.6850 -1.0154 0.6603
C 0.5980 -0.7691 -0.0829
C 0.7723 0.6014 -0.6220
C 0.0637 1.6583 -0.1956
H -1.0899 -0.1399 1.1753
H -0.3686 -1.8181 1.2902
H 1.7012 0.7093 -1.1618
H 0.1910 2.7006 -0.5266
H -0.9220 1.5245 0.3590
S 1.6594 -1.9754 -0.3142
Cl -1.9201 -1.4762 -0.5817
```

The spin multiplicity is 1. The HOMO-LUMO gap is 8.066 eV. The value obtained for the largest force on an atom is 0.03812 hartree/bohr. For the HOMO energy, the calculation gives -9.1 eV. The relative energy (zero: lowest compared OMol25 entry of this formula, charge and spin) comes out at 1.133 eV. The LUMO energy is -1.02 eV.

No. 15
Entry from OMol25: the molecule C4H5ClS (wB97M-V/def2-TZVPD).

Structure (XYZ):
```
11
C4H5ClS wB97M-V/def2-TZVPD
C -0.3579 0.6396 0.7993
C -0.4747 0.5937 -0.7927
C 0.3444 -0.7563 -0.7358
C 0.3449 -0.7342 0.7888
H -1.2353 0.6703 1.4808
H 0.0191 1.3986 -1.3150
H -1.4977 0.4666 -1.1345
H 1.2960 -1.0176 -1.2141
H -0.3231 -1.5619 -1.1428
S 1.1225 -1.6113 1.8887
Cl 0.7618 1.9125 1.3773
```

The spin multiplicity is 1. The HOMO-LUMO gap is 8.290 eV. The value obtained for the largest force on an atom is 0.04583 hartree/bohr. For the HOMO energy, the calculation gives -8.9 eV. The relative energy (zero: lowest compared OMol25 entry of this formula, charge and spin) comes out at 1.155 eV. The LUMO energy is -0.56 eV.

No. 16
Entry from OMol25: a structure of composition C4H5CrLiO2 (wB97M-V/def2-TZVPD).

Structure (XYZ):
```
13
C4H5CrLiO2 wB97M-V/def2-TZVPD
H 0.3618 -1.4051 -0.3167
C -0.9488 -0.8772 1.7440
C 0.0170 -1.7765 1.1449
C 1.1839 -2.0231 1.9831
C 2.0737 -1.0340 2.3323
O 3.0945 -1.2143 3.1010
Cr 4.4868 -0.3249 3.8196
H -1.0989 -0.9124 2.8387
H -0.4780 -2.6480 0.7018
H 1.2778 -2.9937 2.4758
H 1.9021 -0.0133 1.9494
O -1.5241 0.0240 1.1085
Li -1.5796 0.7400 -0.5585
```

The expectation value of S² is 8.758. The spin multiplicity is 6. The HOMO-LUMO gap (spin up / spin down) is 6.486 / 7.213 eV. The value obtained for the largest force on an atom is 0.08754 hartree/bohr. For the HOMO energy (spin up / spin down), the calculation gives -10.6 / -11.3 eV. The relative energy (zero: lowest compared OMol25 entry of this formula, charge and spin) comes out at 0.000 eV. The LUMO energy (spin up / spin down) is -4.11 / -4.12 eV. As for the net charge: +1.

No. 17
Entry from OMol25: a structure of composition C4H5CrO4 (wB97M-V/def2-TZVPD).

Structure (XYZ):
```
14
C4H5CrO4 wB97M-V/def2-TZVPD
O -0.2662 0.2841 2.7285
C -1.2005 1.1822 2.9700
O -1.1554 1.9788 3.9149
O -2.1557 1.1859 2.0571
Cr -1.2704 -0.2785 1.1843
C 1.2700 0.7455 -1.8703
C 1.5507 -0.5275 -1.6047
O 0.8646 -1.3258 -0.7191
C -0.4688 -1.4202 -0.7132
H 1.9310 1.2862 -2.5463
H 0.4030 1.2712 -1.4668
H 2.3410 -1.0953 -2.0975
H -0.8207 -2.3865 -0.3336
H -1.0227 -0.9000 -1.5035
```

The expectation value of S² is 6.446. The spin multiplicity is 5. The HOMO-LUMO gap (spin up / spin down) is 5.789 / 7.622 eV. The value obtained for the largest force on an atom is 0.07801 hartree/bohr. For the HOMO energy (spin up / spin down), the calculation gives -13.9 / -15.2 eV. The relative energy (zero: lowest compared OMol25 entry of this formula, charge and spin) comes out at 4.252 eV. The LUMO energy (spin up / spin down) is -8.14 / -7.56 eV. As for the net charge: +1.